[1]
This record from the OMol25 dataset describes 2 unconnected molecules or ions with the total composition C28H53Cl2F3NO9P2 in a non-equilibrium geometry. The level of theory is the ωB97M-V functional and the def2-TZVPD basis.

Summary:
* HOMO-LUMO gap: 0.2719 Ha
* HOMO: -5.24 eV
* net charge: -1
* largest force on an atom: 0.0231 hartree/bohr
* energy relative to the best compared isomer or geometry (same formula, charge and spin): 0.000 eV
* E: -101590.8311 eV

CARTESIAN COORDINATES (ANGSTROEM)
1 C -7.8921 2.2612 0.3845
2 C -6.7430 2.3082 -0.2855
3 C -5.3680 2.1260 0.2808
4 P -4.4682 0.4429 -0.1264
5 O -3.4936 -0.9696 -0.3856
6 C -6.0710 -0.5241 0.1361
7 C -6.0249 -2.0370 0.0914
8 O -5.4942 -2.5911 1.3276
9 C -4.7301 -3.6915 1.1406
10 C -5.3035 -4.8325 0.3127
11 O -3.6426 -3.7948 1.6456
12 C -4.7033 0.6045 -2.0909
13 Cl -3.2234 1.2535 -2.9531
14 C -5.0096 -0.7275 -2.8097
15 C -4.6526 -0.7666 -4.3117
16 Cl -6.8024 -1.0771 -2.7717
17 O -2.9853 1.4158 -0.1583
18 C -2.1531 1.3215 0.9496
19 C -0.8721 0.5452 0.6727
20 C -0.1179 1.1975 -0.5251
21 C 1.2891 1.6928 -0.1308
22 C 2.4113 0.6748 -0.4292
23 C 3.5594 0.7395 0.6084
24 C 4.9670 0.5122 0.0021
25 C 5.6025 -0.8583 0.3789
26 C 6.9054 -0.7417 1.2099
27 C 6.7268 -1.1652 2.6804
28 C 7.1473 -2.6232 2.9096
29 C 6.6110 -3.1551 4.2523
30 C 5.1602 -3.6939 4.1405
31 C -3.0756 0.8837 2.1304
32 P -2.3349 0.1623 3.6111
33 N -0.8511 0.5801 3.8615
34 O -2.5299 -1.4364 3.5623
35 O -3.3151 0.6706 4.8241
36 O -4.1942 0.2245 1.6433
37 H -7.9623 2.3055 1.4658
38 H -8.8235 2.2105 -0.1725
39 H -6.8073 2.5241 -1.3520
40 H -5.4492 2.2463 1.3627
41 H -4.7255 2.9184 -0.1031
42 H -3.4206 -1.4696 0.4331
43 H -6.3738 -0.2504 1.1498
44 H -6.8624 -0.1823 -0.5202
45 H -7.0574 -2.4046 0.0030
46 H -5.4782 -2.4359 -0.7582
47 H -4.5742 -5.0888 -0.4519
48 H -6.2682 -4.5841 -0.1235
49 H -5.4098 -5.6854 0.9822
50 H -5.4664 1.3262 -2.3685
51 H -4.4980 -1.5655 -2.3498
52 H -5.2536 -1.5652 -4.7558
53 H -3.6120 -1.0361 -4.4661
54 H -4.9318 0.1526 -4.8203
55 H -1.8416 2.3512 1.1899
56 H -1.1217 -0.4756 0.3763
57 H -0.2116 0.5338 1.5344
58 H -0.0464 0.4886 -1.3496
59 H -0.6917 2.0618 -0.8615
60 H 1.5217 2.6092 -0.6859
61 H 1.2923 1.9722 0.9250
62 H 2.8087 0.8848 -1.4237
63 H 1.9786 -0.3278 -0.4205
64 H 3.3573 -0.0108 1.3723
65 H 3.5460 1.7313 1.0624
66 H 5.6254 1.2776 0.4170
67 H 4.9589 0.6446 -1.0770
68 H 5.8297 -1.3906 -0.5462
69 H 4.8909 -1.4457 0.9605
70 H 7.3253 0.2622 1.1349
71 H 7.6478 -1.4089 0.7599
72 H 7.3291 -0.5446 3.3455
73 H 5.6695 -1.1021 2.9478
74 H 8.2374 -2.7150 2.9206
75 H 6.7718 -3.2497 2.0961
76 H 6.5937 -2.3169 4.9533
77 H 7.2640 -3.9271 4.6586
78 H 5.0416 -4.6492 4.6474
79 H 4.4387 -2.9780 4.5312
80 H 4.9117 -3.8324 3.0862
81 H -3.4378 1.8444 2.5507
82 H -0.7210 1.1040 4.7175
83 H -3.1886 -1.6931 4.2183
84 H -2.7774 0.6312 5.6241
85 C 2.8138 3.0375 -5.3627
86 C 4.2451 2.8531 -5.8182
87 O 5.1733 3.3667 -4.8412
88 C 5.4343 2.5636 -3.8196
89 O 4.9925 1.4694 -3.6365
90 C 6.4446 3.2337 -2.8711
91 F 6.1346 4.5150 -2.6494
92 F 7.6762 3.1963 -3.4023
93 F 6.4649 2.5994 -1.7081
94 H 2.6194 4.0851 -5.1314
95 H 2.1268 2.7174 -6.1452
96 H 2.6076 2.4553 -4.4653
97 H 4.4395 3.4238 -6.7240
98 H 4.4706 1.8073 -6.0237

Forces on the atoms, in the same order (eV/Å):
-0.24 0.29 -0.31
0.27 0.22 0.19
-0.80 0.44 -0.63
0.73 0.33 0.66
-0.27 -0.03 -0.56
0.51 -0.12 0.56
-1.16 -0.17 -0.04
0.63 -0.07 -0.35
0.26 -0.13 0.02
-0.07 0.41 0.17
-0.32 0.04 0.19
0.66 -0.48 0.14
-0.05 0.21 0.39
0.20 0.21 -1.07
-0.72 -0.62 0.15
-0.05 -0.01 -0.21
-0.55 -0.42 0.03
0.34 0.33 0.35
0.11 -0.30 -1.14
0.16 0.35 0.73
-0.04 -0.19 -0.49
-0.10 0.29 0.77
0.06 0.10 -1.03
-0.02 -0.44 1.04
0.37 0.56 -0.29
-0.10 -0.39 -0.07
0.27 -0.48 -0.46
-0.05 -0.07 0.59
-0.58 0.06 -0.26
0.40 0.31 -0.28
-0.83 0.66 -0.25
1.10 0.16 0.20
-0.49 0.01 0.02
-0.19 0.53 0.18
-0.12 -0.45 -0.32
0.40 -0.46 -0.02
0.16 -0.49 0.03
-0.06 0.37 0.14
-0.05 -0.48 -0.05
0.23 -0.24 0.06
0.09 -0.05 -0.03
-0.03 0.15 0.20
-0.08 0.03 -0.04
0.13 0.00 0.06
0.06 -0.03 0.00
0.18 0.10 0.10
-0.07 -0.05 -0.09
0.04 -0.10 -0.08
0.00 -0.02 -0.02
-0.11 -0.06 0.20
-0.19 0.09 0.38
0.11 -0.02 -0.01
0.11 0.37 0.02
0.22 0.10 0.00
0.09 -0.09 0.06
-0.09 -0.07 0.30
-0.18 -0.07 0.22
-0.05 0.12 -0.16
-0.15 -0.16 -0.20
0.02 0.03 0.07
-0.01 -0.08 0.06
-0.03 -0.20 -0.09
0.07 -0.06 -0.19
0.05 0.19 0.26
-0.09 -0.04 0.16
0.03 0.10 -0.17
-0.09 0.00 -0.03
-0.13 -0.19 0.07
-0.09 -0.16 -0.19
-0.11 0.07 0.00
0.13 0.08 0.09
-0.21 0.14 0.11
0.03 0.36 0.16
0.02 0.15 -0.24
0.05 -0.03 -0.04
0.27 -0.11 0.17
0.05 0.01 -0.02
-0.11 0.03 0.08
-0.06 -0.11 0.11
-0.08 -0.17 0.04
0.23 0.01 0.15
0.21 0.01 -0.06
-0.15 -0.27 -0.30
-0.11 0.09 0.10
0.05 0.04 0.24
-0.35 -0.08 -0.35
0.17 0.01 0.08
-0.20 0.03 -0.29
0.09 -0.05 0.09
-0.02 0.09 0.16
-0.01 0.02 -0.01
0.02 -0.05 -0.04
0.13 0.03 0.00
-0.01 0.01 -0.09
0.01 0.00 -0.02
0.00 -0.06 -0.05
0.11 0.09 0.09
0.05 -0.02 0.15

***

[2]
This record from the OMol25 dataset describes 3 unconnected molecules or ions with the total composition C28H53F9N3O8S in a non-equilibrium geometry. The level of theory is the ωB97M-V functional and the def2-TZVPD basis.

Summary:
* ⟨S²⟩: 0.75
* spin multiplicity: 2
* HOMO-LUMO gap (spin up / spin down): 0.3184 / 0.3135 Ha
* HOMO (spin up / spin down): -8.60 / -8.60 eV
* net charge: 0
* largest force on an atom: 0.1492 hartree/bohr
* E: -86028.6889 eV

CARTESIAN COORDINATES (ANGSTROEM)
1 C -4.5486 3.1108 -5.1557
2 C -2.9854 3.5193 -5.0194
3 C -2.2464 2.7905 -6.2289
4 C -2.5486 3.0440 -3.5629
5 C -1.0791 3.5054 -3.1343
6 C -1.0946 3.7310 -1.5514
7 C -1.6308 5.1349 -1.0398
8 C -3.1922 5.1343 -0.6156
9 O -4.0552 5.6630 -1.6500
10 S 0.2382 2.1857 -3.4346
11 O 1.5215 2.8286 -2.9362
12 O 0.4661 1.8891 -4.8867
13 C 0.0306 0.6386 -2.4268
14 F -0.0365 0.8570 -1.0257
15 F 1.2596 -0.0552 -2.5849
16 C -1.0995 -0.3890 -2.9023
17 F -0.4985 -1.6732 -2.9756
18 F -1.5526 -0.1595 -4.2235
19 C -2.3236 -0.5756 -1.8986
20 F -1.9440 -1.4657 -0.8689
21 F -2.8322 0.5979 -1.3503
22 C -3.5710 -1.3062 -2.6227
23 F -4.4991 -1.6906 -1.6322
24 F -4.2747 -0.4292 -3.4630
25 F -3.2114 -2.4715 -3.2762
26 C -0.5624 4.7747 -3.9584
27 C -1.6232 5.6007 -4.7949
28 C -1.9057 7.0701 -4.1647
29 C -0.9382 5.9294 -6.2369
30 N -2.9503 4.9990 -5.0324
31 O -3.6045 5.5327 -6.0239
32 H -4.6467 1.9824 -5.0047
33 H -4.9372 3.3471 -6.1909
34 H -5.1682 3.6420 -4.3531
35 H -2.9001 2.9453 -7.1574
36 H -2.2315 1.6742 -5.9849
37 H -1.1888 3.1421 -6.4289
38 H -2.7525 1.9334 -3.4961
39 H -3.2762 3.5454 -2.8315
40 H -1.7939 2.9286 -1.1168
41 H -0.0799 3.5211 -1.0607
42 H -1.0797 5.3549 -0.0562
43 H -1.4243 6.0239 -1.7073
44 H -3.5308 4.1339 -0.1939
45 H -3.2551 5.8751 0.2625
46 H -4.8534 5.0909 -1.6384
47 H -0.0329 5.4806 -3.2267
48 H 0.2678 4.4491 -4.6799
49 H -0.9840 7.4861 -3.6350
50 H -2.3139 7.7971 -4.9332
51 H -2.7179 6.9909 -3.3553
52 H -1.2623 6.9740 -6.5819
53 H -1.2667 5.2202 -7.0538
54 H 0.2028 5.9921 -6.1597
55 C 0.6873 -1.8202 1.7410
56 O 0.3767 -1.7840 3.1242
57 C 1.4672 -2.1730 3.9634
58 C 1.9994 -0.9707 4.7409
59 N 2.6846 -0.0259 3.8606
60 C 2.9821 1.2626 4.4881
61 C 1.7914 2.1253 4.9326
62 O 1.0034 2.6275 3.8588
63 C 0.0092 1.7317 3.3845
64 H -0.2389 -1.6759 1.1827
65 H 1.3839 -1.0215 1.4718
66 H 1.1076 -2.7907 1.4607
67 H 2.2621 -2.6681 3.3991
68 H 1.0700 -2.8959 4.6750
69 H 2.6973 -1.3189 5.5090
70 H 1.1456 -0.4989 5.2401
71 H 2.1111 0.1445 3.0432
72 H 3.5573 1.8404 3.7576
73 H 3.6429 1.0949 5.3452
74 H 2.2026 3.0078 5.4321
75 H 1.1632 1.6268 5.6793
76 H -0.3895 1.0917 4.1757
77 H 0.4071 1.1273 2.5660
78 H -0.8125 2.3246 2.9760
79 C 5.5074 -8.3300 5.0528
80 O 5.0751 -8.0975 3.7215
81 C 4.1062 -9.0414 3.2652
82 C 2.7401 -8.3769 3.1059
83 N 2.1602 -8.0309 4.4016
84 C 0.9864 -7.1607 4.3130
85 C 1.1886 -5.7560 3.7252
86 O 1.9864 -4.8963 4.5311
87 C 3.3864 -5.0366 4.3374
88 H 6.3572 -7.6755 5.2511
89 H 4.7161 -8.1003 5.7713
90 H 5.8365 -9.3653 5.1807
91 H 4.0505 -9.9184 3.9177
92 H 4.4414 -9.3822 2.2818
93 H 2.0664 -9.0611 2.5807
94 H 2.8792 -7.4859 2.4837
95 H 2.8597 -7.5640 4.9662
96 H 0.6073 -7.0432 5.3332
97 H 0.2048 -7.6771 3.7459
98 H 0.2027 -5.2822 3.6785
99 H 1.5570 -5.7779 2.6933
100 H 3.6418 -5.3091 3.3101
101 H 3.7919 -5.7674 5.0405
102 H 3.8569 -4.0770 4.5653

Forces on the atoms, in the same order (eV/Å):
0.43 -0.29 0.32
-1.85 -1.61 0.51
-0.38 -0.01 0.06
-0.25 0.62 -0.54
-1.29 -0.01 0.83
0.01 -0.59 0.64
-0.69 -0.21 1.10
1.12 1.28 1.13
-0.23 -1.64 0.51
5.72 4.06 -3.12
-3.55 -1.91 0.22
-2.03 -0.60 3.15
1.88 -2.48 1.73
-0.48 -0.11 -2.93
-2.44 1.78 -0.08
0.49 -2.14 -1.05
-1.23 2.49 0.32
0.68 0.15 2.86
-1.19 -1.19 0.69
-0.53 2.15 -1.88
1.24 -1.81 -0.90
-2.14 -0.81 0.32
2.06 0.92 -1.87
1.87 -1.89 1.45
-0.54 2.67 0.97
0.94 -0.41 0.22
1.10 2.84 -0.96
-0.59 -0.45 1.18
0.02 0.90 -0.19
0.62 -0.78 -1.81
0.46 -0.19 1.34
0.18 1.45 -0.13
0.46 -0.08 1.35
0.83 -0.67 -1.21
1.10 -0.15 1.24
0.08 1.52 -0.40
-1.32 -0.51 0.37
0.53 1.21 -0.01
1.10 -0.63 -1.02
0.99 1.10 -0.57
-1.27 0.48 -1.07
-0.69 -0.36 -1.44
-0.31 -1.18 0.60
0.45 1.02 -0.83
0.04 -1.07 -1.12
0.64 0.78 -0.20
-0.83 -1.08 -1.05
-1.33 0.28 1.05
-1.05 -0.48 -1.03
0.72 -1.04 0.85
1.15 -0.02 -1.13
0.33 -1.61 0.50
0.57 0.65 1.09
-1.59 -0.36 -0.03
-0.24 0.03 0.23
0.24 -0.07 -0.39
-0.29 0.51 0.63
-0.05 -0.04 -0.59
-0.02 0.03 0.25
-0.15 0.00 -0.33
0.36 0.26 0.02
-0.10 -0.30 0.29
0.10 0.33 -0.23
0.01 0.03 0.10
0.13 -0.08 -0.16
0.09 0.04 -0.05
-0.08 0.16 -0.10
0.08 0.10 -0.07
0.00 0.03 -0.01
-0.08 -0.16 0.18
0.06 -0.07 0.07
-0.04 0.05 0.11
-0.09 -0.03 0.04
-0.01 0.00 -0.06
-0.08 -0.12 -0.14
0.11 -0.06 -0.03
-0.14 -0.22 0.06
0.06 0.06 0.08
0.09 0.14 -0.24
-0.05 -0.28 0.32
-0.20 0.31 -0.42
0.29 -0.02 0.40
-0.07 0.03 -0.20
0.24 0.08 0.22
-0.41 0.00 0.21
0.23 -0.72 -0.33
-0.11 0.20 0.36
-0.08 0.02 -0.09
0.01 -0.13 0.14
-0.06 -0.01 0.08
-0.02 0.14 0.11
-0.03 -0.02 0.01
-0.01 0.03 0.03
0.07 -0.08 -0.23
-0.04 -0.08 -0.06
-0.05 0.07 -0.10
0.07 0.03 -0.07
0.03 0.02 0.04
0.19 -0.05 0.06
-0.04 -0.10 0.05
0.19 -0.08 -0.17
-0.10 0.02 -0.03

***

[3]
This record from the OMol25 dataset describes 5 unconnected molecules or ions with the total composition C28H53NO16P in a non-equilibrium geometry. The level of theory is the ωB97M-V functional and the def2-TZVPD basis.

Summary:
* HOMO-LUMO gap: 0.3304 Ha
* HOMO: -12.34 eV
* net charge: +1
* largest force on an atom: 0.0273 hartree/bohr
* E: -73430.8529 eV

CARTESIAN COORDINATES (ANGSTROEM)
1 C -0.5725 -0.7642 5.9164
2 C -0.6400 0.6902 5.4490
3 C -1.0835 0.8108 4.0125
4 O -2.4636 0.4595 3.8226
5 C -3.1202 1.2694 2.8966
6 C -2.6692 1.0743 1.4823
7 C -1.9290 -0.0353 1.1032
8 C -1.4955 -0.1585 -0.2012
9 N -1.7916 0.7557 -1.1413
10 C -1.3056 0.5422 -2.5166
11 C -0.6095 1.7648 -3.1491
12 C 0.0629 2.7519 -2.1826
13 P 1.2557 2.0267 -1.0366
14 O 0.6919 1.7581 0.3008
15 O 2.5322 2.9672 -0.9448
16 C 2.3680 4.3965 -0.9309
17 C 1.4251 4.9270 0.1344
18 O 1.7146 0.6839 -1.7517
19 C 2.1784 -0.3742 -0.8762
20 C 2.6817 -1.5306 -1.7477
21 C -2.5487 1.8094 -0.7963
22 C -2.9899 2.0059 0.4946
23 H -1.5828 -1.1582 5.9931
24 H -0.1031 -0.8519 6.8877
25 H -0.0608 -1.3685 5.1728
26 H -1.2416 1.2861 6.1283
27 H 0.3839 1.0615 5.4636
28 H -0.8648 1.7940 3.5953
29 H -0.4745 0.1175 3.4283
30 H -4.1967 1.1449 2.9756
31 H -2.9306 2.3210 3.1449
32 H -1.6994 -0.7972 1.8255
33 H -0.9147 -1.0137 -0.4944
34 H -2.1581 0.2534 -3.1231
35 H -0.6114 -0.2855 -2.4876
36 H -1.3072 2.2658 -3.8122
37 H 0.1647 1.3598 -3.7934
38 H -0.6858 3.3312 -1.6563
39 H 0.6031 3.4656 -2.8038
40 H 3.3566 4.7875 -0.7244
41 H 2.0923 4.7868 -1.9082
42 H 0.4044 5.0258 -0.2321
43 H 1.7267 5.9158 0.4624
44 H 1.3871 4.2879 1.0099
45 H 1.3786 -0.7364 -0.2447
46 H 2.9737 -0.0241 -0.2292
47 H 3.6957 -1.8219 -1.5075
48 H 2.5934 -1.2495 -2.7913
49 H 2.0374 -2.3938 -1.6053
50 H -2.7893 2.5246 -1.5651
51 H -3.5726 2.8834 0.7316
52 C -3.0826 6.7785 -0.9734
53 O -4.1889 7.5446 -0.5089
54 C -5.0553 6.8716 0.2482
55 O -4.9681 5.7070 0.5515
56 O -6.0219 7.7010 0.6077
57 C -7.0376 7.1192 1.4326
58 H -2.4714 7.4506 -1.5683
59 H -2.4954 6.4024 -0.1359
60 H -3.4230 5.9526 -1.5980
61 H -6.6118 6.7580 2.3663
62 H -7.5394 6.3091 0.9077
63 H -7.7506 7.9098 1.6428
64 C -5.3937 -4.9682 0.9136
65 O -4.5585 -3.8894 1.3493
66 C -4.5327 -3.7237 2.6729
67 O -5.1303 -4.3813 3.4784
68 O -3.7246 -2.6960 2.9450
69 C -3.5951 -2.3947 4.3410
70 H -5.3248 -4.9925 -0.1699
71 H -5.0414 -5.9136 1.3201
72 H -6.4268 -4.7957 1.2072
73 H -3.1741 -3.2399 4.8832
74 H -4.5576 -2.1188 4.7685
75 H -2.9208 -1.5502 4.4067
76 C 8.2113 -4.0827 -3.1297
77 O 8.1879 -2.8305 -3.8171
78 C 7.0320 -2.1814 -3.7914
79 O 6.0134 -2.5297 -3.2429
80 O 7.1836 -1.0528 -4.4800
81 C 6.0161 -0.2338 -4.5424
82 H 9.2182 -4.4726 -3.2386
83 H 7.9885 -3.9470 -2.0727
84 H 7.5084 -4.7785 -3.5804
85 H 5.7119 0.0785 -3.5447
86 H 5.2021 -0.7623 -5.0358
87 H 6.2858 0.6400 -5.1277
88 C 4.6169 -5.2464 -2.9564
89 O 3.5672 -5.2279 -1.9840
90 C 3.4281 -6.3647 -1.3050
91 O 4.0910 -7.3566 -1.4427
92 O 2.4221 -6.2123 -0.4396
93 C 2.1644 -7.3693 0.3613
94 H 4.6227 -4.2759 -3.4293
95 H 5.5752 -5.4139 -2.4745
96 H 4.4287 -6.0140 -3.7068
97 H 3.0341 -7.6201 0.9650
98 H 1.8867 -8.2152 -0.2641
99 H 1.3338 -7.1139 1.0130

Forces on the atoms, in the same order (eV/Å):
-0.77 0.30 -0.24
0.43 -0.49 0.00
0.18 -0.26 -0.20
0.04 0.14 0.11
0.41 0.66 0.26
-0.06 -0.19 -0.40
-0.06 0.15 -0.41
-0.20 -0.02 0.61
-0.09 -0.52 0.60
0.03 0.48 -0.30
0.11 -0.41 0.23
0.18 -0.01 -0.95
-0.34 -0.20 1.35
-0.35 0.05 -0.08
-0.41 -0.12 -0.86
0.46 0.71 0.58
-0.46 -0.10 0.03
0.07 0.51 0.06
0.74 -1.00 -0.40
-0.62 0.16 0.18
-0.28 0.48 0.31
0.25 -0.26 -0.28
-0.06 -0.16 0.17
0.18 -0.08 0.10
0.29 -0.14 0.05
-0.10 0.20 -0.01
0.05 0.35 0.08
-0.24 0.27 0.10
0.10 -0.08 -0.12
-0.15 -0.35 0.03
-0.08 0.14 -0.03
0.07 -0.20 0.04
0.13 -0.05 -0.26
-0.10 -0.10 -0.07
0.05 -0.17 0.18
-0.09 0.35 0.09
0.04 -0.10 -0.15
0.12 0.07 0.45
0.02 0.11 -0.10
0.26 -0.16 -0.04
-0.06 -0.28 -0.24
-0.13 -0.09 -0.05
0.18 0.16 -0.08
0.16 -0.16 0.08
-0.34 0.35 0.16
0.05 0.37 0.06
0.19 0.01 -0.13
0.28 0.03 -0.19
0.07 -0.22 -0.01
0.00 -0.05 -0.23
-0.08 0.14 -0.09
0.16 -0.01 -0.08
0.03 0.00 -0.02
-0.06 0.12 0.02
0.11 -0.16 -0.03
-0.01 0.02 0.00
-0.19 0.01 0.12
-0.08 0.08 0.02
-0.05 -0.07 0.01
-0.02 -0.04 0.06
0.04 -0.07 -0.04
0.07 -0.06 0.01
0.07 0.08 -0.07
-0.09 -0.13 -0.16
0.03 0.04 -0.06
0.03 0.02 -0.03
-0.03 -0.02 0.04
0.08 0.12 -0.04
0.11 -0.01 0.25
0.08 0.09 0.00
-0.04 0.02 0.09
0.02 -0.03 0.09
-0.14 -0.10 -0.04
-0.04 -0.12 -0.02
-0.10 -0.06 -0.16
0.08 -0.15 0.10
0.00 -0.01 0.00
0.01 0.17 -0.02
0.23 0.01 0.00
-0.01 0.07 -0.05
-0.07 0.16 -0.06
0.03 0.10 -0.06
-0.10 0.01 -0.02
-0.08 0.01 0.02
-0.05 -0.08 0.02
-0.02 -0.04 0.07
0.11 -0.04 -0.01
-0.04 -0.11 -0.28
-0.10 0.08 0.02
-0.04 0.05 0.02
0.03 -0.05 0.00
-0.04 0.04 0.01
-0.11 -0.10 0.15
-0.09 0.13 0.10
0.02 -0.10 0.04
0.04 -0.11 0.13
0.04 -0.05 -0.07
0.09 -0.02 -0.02
0.00 0.11 -0.05